Entry A
DFT (wB97M-V/def2-TZVPD) results for an isolated molecule of C6H9N.

Calculated values
* orbital gap (spin up / spin down): 6.491 / 8.717 eV
* HOMO energy (spin up / spin down): -5.45 / -9.65 eV
* multiplicity: 3
* ⟨S²⟩: 2.0057

```
16
Properties=species:S:1:pos:R:3:nbo_charge:R:1
C 0.37428 1.70930 0.46709 -0.10
C -1.01214 -0.17652 1.24891 -0.28
C -1.66772 -0.27434 -0.14089 -0.21
C 0.93443 0.60056 0.10244 0.05
C 2.05276 -0.19250 -0.45077 -0.68
C -0.92568 -0.53742 -1.20345 -0.40
N 0.24983 0.44918 1.35044 -0.31
H -0.44643 2.39004 0.60355 0.22
H -1.62462 0.22131 1.99796 0.20
H -0.90851 -1.18569 1.55390 0.21
H -2.76767 -0.42766 -0.28331 0.22
H 2.16200 -0.08631 -1.60090 0.23
H 1.93181 -1.36161 -0.29115 0.23
H 3.03791 -0.04287 0.05460 0.23
H 0.10562 -0.32663 -1.30397 0.21
H -1.49587 -0.75883 -2.10444 0.19
```

---

Entry B
DFT (wB97M-V/def2-TZVPD) results for an isolated molecule of C6H9N.

Calculated values
* orbital gap (spin up / spin down): 6.888 / 7.648 eV
* HOMO energy (spin up / spin down): -5.94 / -9.38 eV
* multiplicity: 3
* ⟨S²⟩: 2.0202

```
16
Properties=species:S:1:pos:R:3:nbo_charge:R:1
C -0.16696 -0.34472 0.41534 0.09
C -1.24020 0.49818 0.03382 0.07
C 1.14878 -0.85526 0.31228 0.11
C -1.48541 -0.48934 1.13594 -0.50
C -1.80016 1.58275 -0.76465 -0.67
C 2.10913 -0.23318 -0.67980 -0.66
N 1.44635 -1.82491 1.08434 -0.58
H -2.10156 -1.36483 0.94947 0.24
H -1.57201 -0.14475 2.16376 0.24
H -1.39927 1.57741 -1.77851 0.23
H -1.54707 2.53622 -0.29681 0.23
H -2.88746 1.50979 -0.80530 0.23
H 2.46520 -1.00489 -1.36045 0.22
H 1.65742 0.57762 -1.24331 0.22
H 2.97657 0.15196 -0.14254 0.22
H 2.39666 -2.17205 0.97641 0.32
```

---

Entry C
DFT (wB97M-V/def2-TZVPD) results for a cluster of 2 separate species, C6H9N in total.

Calculated values
* orbital gap (spin up / spin down): 7.240 / 7.742 eV
* HOMO energy (spin up / spin down): -6.35 / -9.65 eV
* multiplicity: 3
* ⟨S²⟩: 2.0233

```
16
Properties=species:S:1:pos:R:3:nbo_charge:R:1
C 1.69291 0.60210 -0.28231 0.27
C -1.10342 -1.55059 0.26869 -0.41
C -1.28442 -0.24786 0.15462 -0.16
C 1.23104 1.45553 0.73644 0.12
C 1.87889 0.11937 -1.63562 -0.71
C -1.70604 0.65021 1.26689 -0.65
N 2.04204 0.34487 0.94728 -0.46
H -0.79428 -2.16163 -0.56344 0.19
H -1.26704 -2.06580 1.20070 0.19
H -1.11622 0.23826 -0.79827 0.18
H 1.69384 -0.95442 -1.66279 0.26
H 2.91945 0.27693 -1.92293 0.26
H 1.23248 0.63783 -2.34129 0.25
H -0.94014 1.41284 1.43144 0.23
H -1.84151 0.08558 2.18554 0.21
H -2.63759 1.15679 1.01504 0.22
```

---

Entry D
DFT (wB97M-V/def2-TZVPD) results for an isolated molecule of C6H9N.

Calculated values
* orbital gap (spin up / spin down): 7.372 / 8.605 eV
* HOMO energy (spin up / spin down): -6.42 / -11.58 eV
* multiplicity: 3
* ⟨S²⟩: 2.0158

```
16
Properties=species:S:1:pos:R:3:nbo_charge:R:1
C -1.34719 0.86881 -0.77678 0.19
C 0.05099 2.14375 0.47866 -0.28
C -0.31460 0.93283 0.04333 -0.07
C -0.08660 -1.12421 1.25816 -0.59
C 0.61012 -1.07536 -1.22304 -0.60
C 0.54072 -0.29656 0.17308 -0.22
N -2.17788 0.54634 -1.46771 -0.26
H -0.56481 2.98422 0.21849 0.18
H 0.91836 2.49305 1.04983 0.19
H -0.14337 -0.62966 2.15263 0.21
H 0.35548 -2.05069 1.44921 0.21
H -1.07818 -1.25451 0.88445 0.21
H 1.28942 -0.59378 -1.91358 0.21
H -0.37656 -0.86562 -1.63745 0.22
H 0.82604 -2.09765 -1.15328 0.21
H 1.49804 0.01903 0.46398 0.21
```

---

Of them, the most stable is entry B and the least stable is entry A.

---

Entry A
DFT (wB97M-V/def2-TZVPD) results for a cluster of 2 separate species, C4H12S2 in total.

Calculated values
* orbital gap: 8.952 eV
* HOMO energy: -8.26 eV
* SMILES: CCC.CSS

```
18
Properties=species:S:1:pos:R:3:nbo_charge:R:1
C -1.71108 0.65341 -0.77388 -0.64
C -1.02579 1.71663 0.10498 -0.40
C 0.37973 2.06655 -0.28842 -0.64
H -1.91464 -0.27109 -0.19657 0.23
H -2.31411 1.15989 -1.46889 0.22
H -0.99481 0.15473 -1.49626 0.20
H -1.71770 2.61924 -0.04876 0.18
H -1.08481 1.50956 1.20561 0.19
H 0.87770 3.03290 -0.02388 0.21
H 0.46297 1.78106 -1.32862 0.20
H 0.90232 1.29932 0.29655 0.22
C 0.63615 -3.06798 0.77773 -0.76
S 1.09026 -1.74371 -0.37686 0.09
S 2.12471 -0.61861 0.83624 -0.14
H 1.21173 -4.07808 0.78388 0.24
H 0.31403 -2.63772 1.67781 0.22
H -0.39723 -3.34382 0.29021 0.23
H 3.16058 -0.23227 0.02912 0.14
```

---

Entry B
DFT (wB97M-V/def2-TZVPD) results for a cluster of 2 separate species, C4H12S2 in total.

Calculated values
* orbital gap: 9.226 eV
* HOMO energy: -8.57 eV
* SMILES: CCS.CSC

```
18
Properties=species:S:1:pos:R:3:nbo_charge:R:1
C 2.81889 2.55566 -0.48628 -0.64
C 2.02340 1.29037 -0.38348 -0.57
S 2.72203 0.06661 -1.44142 -0.01
H 3.16795 3.00510 0.52994 0.22
H 3.75698 2.53081 -0.93465 0.22
H 2.17113 3.40581 -1.00098 0.21
H 0.85185 1.45692 -0.52550 0.22
H 2.07505 0.88677 0.72501 0.22
H 2.69598 -0.84286 -0.41429 0.13
C -3.64919 -1.36744 -0.35512 -0.73
S -2.94415 -0.87975 1.32645 0.10
C -1.31276 -1.84758 1.24052 -0.72
H -4.73862 -1.37826 -0.26717 0.23
H -3.24481 -0.57340 -1.01977 0.22
H -3.35356 -2.48132 -0.65361 0.22
H -1.19881 -1.93427 0.13763 0.23
H -1.35194 -2.70955 1.94077 0.23
H -0.48943 -1.18362 1.58195 0.22
```

---

Of them, the most stable is entry B and the least stable is entry A.